Here is 6 unconnected molecules or ions with the total composition C19H42F10N2O7S at a distorted geometry from the OMol25 dataset. Energies are from wB97M-V/def2-TZVPD.

Frontier orbital gap in Ha: 0.3807
SMILES: NN(C(F)(F)C(F)(F)C(F)(F)C(F)(F)F)S(=O)(=O)F.CC(C)O.CC(C)O.CC(C)O.CC(C)O.CC(C)O
HOMO energy in Ha: -0.36461

Each line ends with the Löwdin charge.
Cartesian coordinates (Å):
N (0.329, -3.204, 0.237)  0.1020
N (-0.051, -1.868, 0.454)  -0.1631
C (-0.882, -1.375, -0.615)  -0.4886
F (-1.161, -0.080, -0.381)  0.1524
F (-0.234, -1.450, -1.800)  0.1493
C (-2.218, -2.166, -0.782)  -0.3579
F (-3.036, -1.378, -1.509)  0.1533
F (-1.992, -3.288, -1.480)  0.1700
C (-2.964, -2.529, 0.523)  -0.3499
F (-2.317, -3.485, 1.206)  0.1704
F (-4.162, -3.022, 0.135)  0.1603
C (-3.282, -1.344, 1.473)  -0.5403
F (-2.194, -0.830, 2.021)  0.1916
F (-4.006, -0.404, 0.841)  0.1721
F (-4.028, -1.854, 2.462)  0.1781
S (1.210, -0.834, 0.912)  0.6463
O (2.289, -1.655, 1.361)  -0.2390
O (0.789, 0.157, 1.848)  -0.2225
F (1.740, -0.090, -0.342)  -0.1008
H (0.356, -3.657, 1.136)  0.1093
H (1.224, -3.283, -0.230)  0.1078
C (4.950, 1.149, 3.357)  -0.0595
C (3.859, 1.418, 4.384)  -0.4986
C (3.564, 0.178, 5.216)  -0.0591
O (2.675, 1.873, 3.738)  -0.0523
H (4.633, 0.365, 2.664)  0.0742
H (5.151, 2.046, 2.770)  0.0782
H (5.878, 0.831, 3.836)  0.0784
H (4.170, 2.231, 5.041)  0.1352
H (3.208, -0.632, 4.574)  0.0776
H (2.781, 0.387, 5.946)  0.0788
H (4.453, -0.167, 5.746)  0.0781
H (2.375, 1.171, 3.151)  0.0445
C (5.052, -2.172, -3.889)  -0.0535
C (4.357, -1.861, -2.573)  -0.4930
C (5.199, -0.949, -1.702)  -0.0533
O (4.066, -3.074, -1.868)  -0.0630
H (6.001, -2.684, -3.707)  0.0832
H (4.436, -2.830, -4.504)  0.0804
H (5.258, -1.258, -4.448)  0.0658
H (3.394, -1.390, -2.774)  0.1329
H (6.150, -1.430, -1.452)  0.0855
H (4.687, -0.740, -0.761)  0.0702
H (5.408, -0.005, -2.203)  0.0555
H (4.904, -3.505, -1.677)  0.0824
C (-4.957, 2.739, 4.796)  -0.0628
C (-4.772, 1.450, 5.582)  -0.4979
C (-3.436, 0.794, 5.270)  -0.0572
O (-5.845, 0.549, 5.308)  -0.0521
H (-4.945, 2.535, 3.722)  0.0778
H (-5.918, 3.196, 5.033)  0.0785
H (-4.166, 3.457, 5.018)  0.0795
H (-4.831, 1.664, 6.650)  0.1363
H (-3.379, 0.521, 4.213)  0.0617
H (-3.318, -0.127, 5.840)  0.0816
H (-2.604, 1.460, 5.506)  0.0828
H (-5.820, 0.339, 4.370)  0.0790
C (-6.464, -0.075, -3.440)  -0.0594
C (-7.105, 0.237, -2.096)  -0.4950
C (-6.200, 1.104, -1.235)  -0.0590
O (-7.430, -0.972, -1.411)  -0.0489
H (-5.532, -0.629, -3.298)  0.0734
H (-7.126, -0.697, -4.044)  0.0795
H (-6.240, 0.837, -3.995)  0.0795
H (-8.054, 0.749, -2.257)  0.1365
H (-5.263, 0.583, -1.030)  0.0566
H (-6.674, 1.318, -0.276)  0.0819
H (-5.967, 2.050, -1.727)  0.0817
H (-6.610, -1.450, -1.255)  0.0760
C (5.140, 2.407, -6.057)  -0.0591
C (4.270, 1.715, -5.020)  -0.4971
C (2.970, 2.469, -4.786)  -0.0572
O (4.985, 1.567, -3.791)  -0.0697
H (5.412, 3.410, -5.718)  0.0818
H (6.066, 1.852, -6.213)  0.0795
H (4.623, 2.496, -7.013)  0.0809
H (4.045, 0.700, -5.353)  0.1291
H (3.177, 3.474, -4.408)  0.0826
H (2.360, 1.958, -4.041)  0.0761
H (2.393, 2.560, -5.707)  0.0812
H (5.198, 2.448, -3.467)  0.0923



Here is 3 unconnected molecules or ions with the total composition C19H42N5O9 at a distorted geometry from the OMol25 dataset. Energies are from wB97M-V/def2-TZVPD.

Frontier orbital gap in Ha: 0.2505
Total charge: -1
HOMO energy in Ha: -0.16539
ΔE to the lowest compared entry with this formula, charge and spin in kJ/mol: 151.4

Each line ends with the Löwdin charge.
Cartesian coordinates (Å):
N (4.882, -2.327, -1.655)  0.0918
C (4.981, -2.284, -2.933)  -0.5278
N (5.617, -3.383, -3.631)  0.0785
N (4.560, -1.193, -3.751)  0.0165
C (3.255, -0.634, -3.344)  -0.2204
C (2.025, -1.204, -4.172)  -0.1753
C (0.792, -0.195, -4.180)  -0.1429
C (-0.285, -0.541, -3.092)  -0.1708
O (-1.471, -1.120, -3.689)  -0.0151
C (-2.307, -1.614, -2.702)  -0.5301
O (-2.959, -0.894, -1.991)  0.1371
O (-2.448, -2.988, -2.502)  0.0607
C (-3.212, -3.576, -3.583)  -0.7114
O (-3.593, -4.738, -3.420)  -0.0274
O (-3.454, -2.909, -4.655)  -0.0636
H (5.264, -3.199, -1.284)  0.0331
H (5.666, -4.224, -3.064)  0.0749
H (5.132, -3.578, -4.508)  0.0728
H (4.566, -1.528, -4.714)  0.1019
H (3.290, 0.470, -3.594)  0.1107
H (3.061, -0.681, -2.243)  0.1104
H (2.361, -1.276, -5.250)  0.1048
H (1.748, -2.210, -3.768)  0.1168
H (0.274, -0.308, -5.177)  0.1222
H (1.153, 0.866, -4.097)  0.1066
H (-0.616, 0.401, -2.520)  0.1253
H (0.107, -1.238, -2.291)  0.1317
C (-1.882, 6.995, 0.338)  -0.1184
O (-0.747, 6.489, 1.021)  -0.2003
C (-1.080, 5.794, 2.222)  -0.2156
C (-0.745, 4.313, 2.088)  -0.2150
N (-1.653, 3.655, 1.153)  -0.0502
C (-1.240, 2.298, 0.789)  -0.1816
C (0.067, 2.146, 0.006)  -0.2142
O (0.017, 2.689, -1.311)  -0.1877
C (0.325, 4.070, -1.388)  -0.0999
H (-1.530, 7.600, -0.499)  0.0870
H (-2.493, 6.180, -0.062)  0.0808
H (-2.487, 7.626, 0.995)  0.0848
H (-2.127, 5.940, 2.505)  0.1199
H (-0.459, 6.221, 3.015)  0.1167
H (-0.830, 3.837, 3.070)  0.1206
H (0.296, 4.238, 1.753)  0.1028
H (-1.713, 4.208, 0.307)  0.0677
H (-2.045, 1.881, 0.177)  0.1267
H (-1.188, 1.686, 1.696)  0.1148
H (0.240, 1.073, -0.125)  0.1043
H (0.937, 2.525, 0.555)  0.1099
H (1.044, 4.379, -0.625)  0.0880
H (-0.587, 4.668, -1.314)  0.0704
H (0.759, 4.262, -2.371)  0.0861
C (1.099, -1.524, 1.326)  -0.1180
O (-0.318, -1.517, 1.349)  -0.2095
C (-0.894, -2.799, 1.080)  -0.1919
C (-1.610, -3.324, 2.318)  -0.2002
N (-0.652, -3.684, 3.364)  -0.0551
C (-1.273, -3.957, 4.658)  -0.2051
C (-1.977, -2.792, 5.362)  -0.2270
O (-1.098, -1.760, 5.788)  -0.1843
C (-0.818, -0.775, 4.805)  -0.1018
H (1.441, -0.493, 1.428)  0.0782
H (1.502, -2.103, 2.164)  0.0776
H (1.474, -1.926, 0.380)  0.0847
H (-0.152, -3.516, 0.716)  0.1267
H (-1.633, -2.654, 0.287)  0.1202
H (-2.197, -4.205, 2.045)  0.1268
H (-2.296, -2.540, 2.660)  0.1045
H (0.009, -2.926, 3.481)  0.0660
H (-0.476, -4.313, 5.318)  0.1140
H (-1.980, -4.787, 4.545)  0.1160
H (-2.426, -3.192, 6.277)  0.1160
H (-2.807, -2.383, 4.775)  0.1096
H (-1.659, -0.616, 4.125)  0.0892
H (0.079, -1.043, 4.241)  0.0705
H (-0.608, 0.164, 5.321)  0.0843



Here is a molecular structure, C19H42P2SiTc at a distorted geometry from the OMol25 dataset. Energies are from wB97M-V/def2-TZVPD.

Frontier orbital gap (alpha / beta) in Ha: 0.1798 / 0.2756
2S+1: 4
Total charge: +2
HOMO energy (alpha / beta) in Ha: -0.43693 / -0.53008
ΔE to the lowest compared entry with this formula, charge and spin in kJ/mol: 89.6

Each line ends with the natural charge from an NBO analysis.
Cartesian coordinates (Å):
P (0.176, -1.654, -1.217)  1.1696
P (0.233, 2.591, -2.089)  1.4451
C (1.335, 0.330, -3.319)  -0.5431
C (1.727, 1.750, -3.136)  -0.6245
H (0.656, 0.360, -4.234)  0.2792
H (2.168, -0.352, -3.478)  0.2360
H (2.636, 1.853, -2.529)  0.2625
H (1.722, 2.395, -4.021)  0.2395
C (-1.395, 3.294, -2.429)  -0.9465
H (-1.497, 3.982, -1.571)  0.2841
H (-2.223, 2.571, -2.426)  0.2613
H (-1.309, 3.828, -3.371)  0.2581
C (1.177, 3.976, -1.497)  -0.9724
H (1.004, 4.678, -2.320)  0.2678
H (2.241, 3.749, -1.437)  0.2723
H (0.739, 4.353, -0.569)  0.2782
C (-0.947, -2.856, -2.037)  -0.9555
H (-0.903, -3.783, -1.459)  0.2732
H (-0.580, -2.973, -3.062)  0.2407
H (-1.961, -2.409, -1.992)  0.2420
C (1.900, -2.215, -1.567)  -0.9242
H (2.561, -1.346, -1.456)  0.2507
H (1.886, -2.578, -2.599)  0.2389
H (2.199, -3.010, -0.878)  0.2623
Tc (-0.621, -0.187, -3.001)  0.4498
C (0.023, 1.588, -5.749)  -0.0467
C (-1.163, 1.299, -5.106)  -0.3287
C (-2.221, 0.648, -6.004)  -0.4416
C (-1.719, -0.735, -6.405)  -0.4478
C (-0.947, -1.360, -5.254)  -0.2131
C (0.400, -1.418, -5.269)  -0.1315
C (1.215, -0.698, -6.301)  -0.4617
C (0.638, 0.747, -6.782)  -0.4814
C (-0.027, -2.368, 0.490)  -0.9019
H (0.596, 2.480, -5.511)  0.2110
H (-1.536, 1.742, -4.160)  0.2266
H (-2.362, 1.311, -6.896)  0.2471
H (-3.202, 0.539, -5.506)  0.2309
H (-2.564, -1.354, -6.750)  0.2583
H (-1.131, -0.640, -7.329)  0.2318
H (-1.548, -1.694, -4.400)  0.1976
H (0.942, -1.987, -4.520)  0.2217
H (1.404, -1.310, -7.219)  0.2832
H (2.230, -0.466, -5.916)  0.2359
H (1.511, 1.278, -7.158)  0.2457
H (0.061, 0.572, -7.697)  0.2514
H (0.612, -1.923, 1.276)  0.2635
H (0.275, -3.424, 0.327)  0.2556
H (-1.082, -2.347, 0.825)  0.2610
C (1.410, 0.624, 2.254)  -1.1255
Si (-0.269, 1.226, 1.675)  1.2677
C (-1.632, 0.132, 2.399)  -1.1244
C (-0.423, 2.684, 2.847)  -1.1030
C (-0.450, 1.086, -1.214)  -0.9821
H (1.286, 0.694, 3.355)  0.2577
H (2.193, 1.341, 1.951)  0.2453
H (1.690, -0.397, 1.956)  0.2187
H (-1.617, 0.420, 3.470)  0.2577
H (-2.632, 0.376, 2.002)  0.2473
H (-1.480, -0.956, 2.330)  0.2282
H (0.434, 3.365, 2.744)  0.2394
H (-1.385, 3.211, 2.770)  0.2473
H (-0.349, 2.096, 3.795)  0.2398
H (-1.384, 1.285, -0.640)  0.2595
H (0.305, 0.903, -0.336)  0.2144